No. 1
C2HClN2S | the ωB97M-V functional and the def2-TZVPD basis

ORCA input file:
```
! RIJCOSX wB97M-V def2-TZVPD def2/J DEFGRID3
* xyz 0 1
C 0.65 -0.55 -0.66
C -0.21 -1.62 -0.27
N 0.63 0.74 -0.17
N -0.31 0.65 0.67
S -1.22 -0.80 0.85
Cl -1.01 2.16 0.89
H 1.47 -0.58 -1.32
*
```

Calculated values
**Orbital gap**: 8.8 eV
**ΔE to the lowest compared entry with this formula, charge and spin**: 325.62 kJ/mol
**E_HOMO**: -9.65 eV

Atomic partial charges in e from the Löwdin method, atoms 1 to 5: -0.323, -0.350, -0.022, -0.960, 0.939

No. 2
C2HClN2S | the ωB97M-V functional and the def2-TZVPD basis

ORCA input file:
```
! RIJCOSX wB97M-V def2-TZVPD def2/J DEFGRID3
* xyz 0 1
C -0.40 -1.03 1.39
C 0.13 -0.12 0.80
N -0.56 -0.65 -2.41
N -1.07 0.26 -2.69
S 0.52 1.20 -0.23
Cl 1.91 2.01 0.97
H -0.54 -1.66 2.16
*
```

Calculated values
**Orbital gap**: 8.9 eV
**SMILES**: C#CSCl.N#N
**ΔE to the lowest compared entry with this formula, charge and spin**: 27.40 kJ/mol
**E_HOMO**: -9.16 eV

Atomic partial charges in e from the Löwdin method, atoms 1 to 5: 0.059, -0.625, 0.021, 0.017, 0.387

No. 3
C2HClO3 | the ωB97M-V functional and the def2-TZVPD basis

ORCA input file:
```
! RIJCOSX wB97M-V def2-TZVPD def2/J DEFGRID3
* xyz 0 1
C -2.83 -0.69 -0.35
C 0.66 -0.74 0.33
O -3.73 -1.25 0.12
O -2.05 -0.08 -0.94
O 0.11 -1.50 1.02
Cl 2.12 -1.20 -0.52
H 0.53 0.35 0.01
*
```

Calculated values
**Orbital gap**: 11.8 eV
**SMILES**: O=C=O.O=CCl
**ΔE to the lowest compared entry with this formula, charge and spin**: 15.89 kJ/mol
**E_HOMO**: -11.34 eV

Atomic partial charges in e from the Löwdin method, atoms 1 to 5: -0.410, -0.748, 0.218, 0.193, 0.034

No. 4
C2HF2N | the ωB97M-V functional and the def2-TZVPD basis

ORCA input file:
```
! RIJCOSX wB97M-V def2-TZVPD def2/J DEFGRID3
* xyz 0 1
C 0.42 -1.20 -0.10
C 0.32 0.19 -0.10
N 0.49 -2.38 -0.12
F 0.51 0.88 0.98
F 0.67 0.83 -1.15
H -2.41 1.67 0.48
*
```

Calculated values
**Orbital gap (alpha / beta)**: 9.7 / 10.3 eV
**ΔE to the lowest compared entry with this formula, charge and spin**: 425.70 kJ/mol
**E_HOMO (alpha / beta)**: -9.47 / -11.47 eV

Atomic partial charges in e from the Löwdin method, atoms 1 to 5: -0.125, -0.432, 0.178, 0.138, 0.173

No. 5
C2HF2O3S | the ωB97M-V functional and the def2-TZVPD basis

ORCA input file:
```
! RIJCOSX wB97M-V def2-TZVPD def2/J DEFGRID3
* xyz -1 1
C 1.73 -0.77 -0.37
C -1.17 1.04 0.15
O 0.64 -1.41 -0.22
O 2.48 -0.22 0.42
O -2.31 -0.99 1.08
F -2.14 1.42 -0.65
F -0.13 1.88 -0.04
S -1.06 -0.24 1.18
H 1.98 -0.71 -1.55
*
```

Calculated values
**Orbital gap**: 7.8 eV
**ΔE to the lowest compared entry with this formula, charge and spin**: 187.64 kJ/mol
**E_HOMO**: -4.25 eV

Atomic partial charges in e from the Löwdin method, atoms 1 to 5: -0.694, -0.626, -0.248, -0.088, -0.567

No. 6
C2HF3N2 | the ωB97M-V functional and the def2-TZVPD basis

ORCA input file:
```
! RIJCOSX wB97M-V def2-TZVPD def2/J DEFGRID3
* xyz 0 1
C 1.29 1.17 1.25
C -0.83 -0.57 -0.67
N -0.01 0.57 -0.62
N 0.79 0.76 0.24
F -2.03 -0.27 -0.04
F -1.09 -0.96 -1.91
F -0.27 -1.65 0.00
H 2.14 0.95 1.76
*
```

Calculated values
**Orbital gap**: 10.2 eV
**ΔE to the lowest compared entry with this formula, charge and spin**: 234.09 kJ/mol
**E_HOMO**: -9.98 eV

Atomic partial charges in e from the Löwdin method, atoms 1 to 5: 0.178, -0.598, 0.119, -0.085, 0.094

No. 7
C2HF3N2O | the ωB97M-V functional and the def2-TZVPD basis

ORCA input file:
```
! RIJCOSX wB97M-V def2-TZVPD def2/J DEFGRID3
* xyz 0 1
C 2.31 -2.31 -0.55
C -2.13 1.91 0.37
N 1.48 -1.45 -0.46
N 1.17 -0.32 -0.27
O -2.40 1.09 1.12
F 2.20 -3.57 -0.69
F -1.94 1.64 -0.91
F 1.19 0.04 1.06
H -1.89 2.98 0.34
*
```

Calculated values
**Orbital gap (alpha / beta)**: 9.1 / 9.1 eV
**ΔE to the lowest compared entry with this formula, charge and spin**: 397.53 kJ/mol
**E_HOMO (alpha / beta)**: -9.68 / -9.68 eV

Atomic partial charges in e from the Löwdin method, atoms 1 to 5: -0.141, -0.385, 0.036, 0.036, 0.168

No. 8
C2HF3NOS | the ωB97M-V functional and the def2-TZVPD basis

ORCA input file:
```
! RIJCOSX wB97M-V def2-TZVPD def2/J DEFGRID3
* xyz -1 1
C -1.27 -0.03 -0.48
C 0.99 -0.05 0.10
N -0.25 -0.14 0.58
O -0.99 0.24 -1.63
F 1.80 -0.78 0.99
F 1.19 -0.69 -1.08
F 1.69 1.13 -0.01
S -2.84 -0.07 0.11
H -0.31 0.39 1.43
*
```

Calculated values
**Orbital gap**: 7.4 eV
**SMILES**: [O-]C(=S)NC(F)(F)F
**ΔE to the lowest compared entry with this formula, charge and spin**: 35.51 kJ/mol
**E_HOMO**: -3.53 eV

Atomic partial charges in e from the Löwdin method, atoms 1 to 5: -1.093, -0.668, 0.090, -0.083, 0.032